{"formula": "C66H164N12O2", "method": "wB97M-V/def2-TZVPD", "charge": 0, "gap_ev": 8.64, "smiles": "CCN(CC)CC.CCN(CC)CC.CCN(CC)CC.CCN(CC)CC.CCN(CC)CC.CCN(CC)CC.CCN(CC)CC.CCN(CC)CC.CCN(CC)CC.CCN(CC)CC.CN(C)C=O.CN(C)C=O", "lumo_ev": 0.60, "species": ["C", "C", "N", "C", "C", "C", "C", "H", "H", "H", "H", "H", "H", "H", "H", "H", "H", "H", "H", "H", "H", "H", "C", "C", "N", "C", "C", "C", "C", "H", "H", "H", "H", "H", "H", "H", "H", "H", "H", "H", "H", "H", "H", "H", "C", "C", "N", "C", "C", "C", "C", "H", "H", "H", "H", "H", "H", "H", "H", "H", "H", "H", "H", "H", "H", "H", "C", "C", "N", "C", "C", "C", "C", "H", "H", "H", "H", "H", "H", "H", "H", "H", "H", "H", "H", "H", "H", "H", "C", "C", "N", "C", "C", "C", "C", "H", "H", "H", "H", "H", "H", "H", "H", "H", "H", "H", "H", "H", "H", "H", "C", "C", "N", "C", "C", "C", "C", "H", "H", "H", "H", "H", "H", "H", "H", "H", "H", "H", "H", "H", "H", "H", "C", "C", "N", "C", "C", "C", "C", "H", "H", "H", "H", "H", "H", "H", "H", "H", "H", "H", "H", "H", "H", "H", "C", "C", "N", "C", "C", "C", "C", "H", "H", "H", "H", "H", "H", "H", "H", "H", "H", "H", "H", "H", "H", "H", "C", "C", "N", "C", "C", "C", "C", "H", "H", "H", "H", "H", "H", "H", "H", "H", "H", "H", "H", "H", "H", "H", "C", "C", "N", "C", "C", "C", "C", "H", "H", "H", "H", "H", "H", "H", "H", "H", "H", "H", "H", "H", "H", "H", "C", "N", "C", "C", "O", "H", "H", "H", "H", "H", "H", "H", "C", "N", "C", "C", "O", "H", "H", "H", "H", "H", "H", "H"], "coordinates": [[-28.3339, -12.2648, 12.3002], [-27.9945, -13.7102, 12.0005], [-29.0388, -14.4493, 11.3119], [-28.6742, -15.8495, 11.0994], [-29.8827, -16.6421, 10.6420], [-29.5661, -13.7410, 10.0999], [-28.5681, -13.5597, 8.9547], [-28.3081, -11.6482, 11.3984], [-27.6613, -11.8284, 13.0463], [-29.3369, -12.2467, 12.6942], [-27.0396, -13.8533, 11.4866], [-27.8025, -14.2288, 12.9424], [-27.8584, -16.0029, 10.3577], [-28.2993, -16.1623, 12.0763], [-30.0818, -16.3918, 9.6193], [-29.6284, -17.7066, 10.5694], [-30.7580, -16.4805, 11.2458], [-29.9077, -12.7747, 10.4714], [-30.4355, -14.3055, 9.7362], [-27.7716, -12.8679, 9.2627], [-29.0831, -13.0516, 8.1502], [-28.0529, -14.4545, 8.5855], [-32.7549, -7.2526, 12.2088], [-33.6794, -7.9873, 11.2564], [-34.5707, -8.9703, 11.8583], [-34.9643, -10.0933, 11.0245], [-33.8564, -11.1294, 10.7876], [-35.6679, -8.3571, 12.5140], [-36.2304, -9.1733, 13.6877], [-33.2650, -6.7437, 13.0217], [-32.1588, -6.4526, 11.7587], [-32.0606, -8.0338, 12.5341], [-34.2781, -7.2866, 10.6792], [-33.0175, -8.5736, 10.6507], [-35.8315, -10.5685, 11.4764], [-35.3165, -9.7885, 10.0432], [-34.2683, -11.9742, 10.2408], [-33.0115, -10.7432, 10.1941], [-33.4316, -11.5013, 11.7107], [-36.3968, -8.0464, 11.7727], [-35.3088, -7.3966, 12.9075], [-37.0200, -8.6201, 14.2080], [-35.4481, -9.4863, 14.3985], [-36.6620, -10.1090, 13.3364], [-32.4961, -1.9395, 11.7710], [-31.9230, -2.6034, 10.5393], [-30.4874, -2.8807, 10.5921], [-30.0809, -4.0525, 11.3685], [-28.6691, -3.8955, 11.9825], [-30.0053, -2.9894, 9.2458], [-29.9526, -1.7309, 8.3845], [-32.3629, -2.6754, 12.5681], [-33.5625, -1.7352, 11.6095], [-32.0105, -0.9931, 12.0204], [-32.4785, -3.5565, 10.4092], [-32.1229, -1.9412, 9.7056], [-30.7506, -4.1309, 12.2287], [-30.2662, -5.0134, 10.8680], [-28.8084, -3.3991, 12.9612], [-28.1396, -4.8078, 12.2365], [-28.0873, -3.2257, 11.3943], [-30.4500, -3.8366, 8.6813], [-28.9672, -3.3416, 9.3339], [-29.5250, -1.9556, 7.4199], [-29.2640, -1.0419, 8.8838], [-30.8964, -1.2045, 8.2650], [-30.8502, -4.0554, 18.7381], [-30.9059, -3.3818, 17.3503], [-31.8020, -3.9967, 16.4002], [-31.4336, -5.4028, 16.0735], [-30.1391, -5.6322, 15.2920], [-32.0967, -3.1883, 15.2407], [-33.0249, -2.0376, 15.5553], [-31.8279, -4.3143, 19.1702], [-30.2516, -3.5013, 19.4514], [-30.2855, -4.9843, 18.5988], [-31.1647, -2.3377, 17.4639], [-29.8615, -3.3480, 17.0205], [-32.2733, -5.7900, 15.5035], [-31.3031, -5.9535, 17.0166], [-29.2933, -5.2795, 15.9043], [-30.1079, -5.1040, 14.3258], [-29.9622, -6.6990, 15.1383], [-31.1341, -2.9045, 14.7416], [-32.6332, -3.8218, 14.5098], [-33.8986, -2.4659, 16.0269], [-32.5637, -1.2928, 16.1940], [-33.3521, -1.5145, 14.6656], [-29.9852, -8.5685, 4.6402], [-30.2016, -7.0600, 4.3015], [-29.9792, -6.6965, 2.9410], [-28.6367, -7.0977, 2.4617], [-27.4305, -6.5282, 3.2617], [-30.2132, -5.2850, 2.7499], [-30.2950, -4.9176, 1.2931], [-30.4604, -9.2482, 3.9455], [-30.4575, -8.8456, 5.5667], [-28.9041, -8.7458, 4.6052], [-31.2677, -6.8297, 4.4703], [-29.5966, -6.4887, 5.0384], [-28.5493, -8.1940, 2.5116], [-28.5949, -6.7726, 1.4201], [-27.3417, -5.4571, 3.1216], [-27.4258, -6.7240, 4.3454], [-26.5401, -7.0827, 2.9563], [-29.4534, -4.6765, 3.2558], [-31.1528, -4.9836, 3.2374], [-30.8638, -5.6698, 0.7595], [-29.2992, -4.8590, 0.8343], [-30.7080, -3.9218, 1.1209], [-35.3477, -2.6258, 8.3567], [-35.4357, -2.6251, 6.8519], [-34.9134, -3.8346, 6.2320], [-33.5488, -4.2097, 6.5027], [-32.5127, -3.3146, 5.8326], [-35.3356, -3.9984, 4.8569], [-35.0013, -5.3509, 4.2488], [-35.7158, -1.7198, 8.8287], [-34.3478, -2.7346, 8.7703], [-36.0030, -3.4185, 8.6854], [-36.4938, -2.5844, 6.5668], [-35.0266, -1.6993, 6.4250], [-33.4431, -4.2573, 7.6048], [-33.3025, -5.2312, 6.2075], [-32.5862, -3.3867, 4.7323], [-32.6044, -2.2259, 6.0619], [-31.5010, -3.6043, 6.1919], [-34.9545, -3.1892, 4.2264], [-36.4137, -3.8084, 4.8668], [-33.9343, -5.5127, 4.1017], [-35.5170, -5.4620, 3.3042], [-35.2834, -6.1535, 4.9155], [-22.7375, -8.5851, 15.6915], [-24.0803, -8.4346, 16.3528], [-25.1811, -8.0255, 15.4864], [-26.4682, -8.1835, 16.1482], [-26.9780, -9.6473, 16.1546], [-24.9818, -6.6245, 15.0830], [-25.8327, -6.2791, 13.9021], [-22.0166, -8.9504, 16.4152], [-22.2603, -7.6543, 15.4386], [-22.7883, -9.1569, 14.7670], [-24.3599, -9.4174, 16.7728], [-24.0231, -7.7020, 17.1715], [-26.3815, -7.8477, 17.1854], [-27.1868, -7.5443, 15.6595], [-27.1440, -10.0050, 15.1392], [-26.2172, -10.2694, 16.6348], [-27.9051, -9.6956, 16.7331], [-23.9322, -6.4794, 14.8036], [-25.1833, -5.9480, 15.9408], [-25.7705, -5.2128, 13.6542], [-26.8782, -6.5339, 14.0881], [-25.5846, -6.9530, 13.0813], [-26.7102, -13.9537, 0.4462], [-27.0434, -12.7119, 1.2073], [-27.8023, -13.0405, 2.3939], [-27.9278, -11.8863, 3.2166], [-28.7191, -12.0588, 4.5071], [-29.1011, -13.6729, 2.1529], [-30.2082, -12.9486, 1.3431], [-26.0030, -13.7743, -0.3630], [-27.6312, -14.3006, -0.0407], [-26.4502, -14.7701, 1.0771], [-26.2077, -12.0673, 1.4439], [-27.6664, -12.1014, 0.5505], [-28.4376, -11.0817, 2.6834], [-26.9010, -11.5817, 3.4434], [-28.3971, -12.9880, 4.9682], [-29.7960, -12.1746, 4.3391], [-28.5323, -11.1801, 5.1364], [-28.8594, -14.6148, 1.6482], [-29.4673, -13.8827, 3.1627], [-29.8510, -12.6761, 0.3472], [-31.0175, -13.6754, 1.2472], [-30.6730, -12.1041, 1.8307], [-21.5864, -10.9176, 7.5887], [-22.7059, -9.8978, 7.8330], [-23.7916, -10.0630, 6.8565], [-23.4962, -9.5798, 5.5371], [-23.2937, -8.0795, 5.3141], [-25.0313, -9.4012, 7.3922], [-26.2561, -9.7230, 6.5640], [-21.1593, -10.8287, 6.5817], [-21.9720, -11.9371, 7.6185], [-20.7616, -10.6860, 8.2585], [-23.1440, -10.2005, 8.7872], [-22.3287, -8.8673, 7.9385], [-22.6375, -10.1650, 5.2071], [-24.3118, -9.9516, 4.9016], [-24.2239, -7.5339, 5.2494], [-22.7353, -7.5306, 6.0703], [-22.7594, -7.9749, 4.3572], [-24.8111, -8.3284, 7.5054], [-25.2573, -9.7199, 8.4127], [-26.2446, -9.1497, 5.6199], [-27.1359, -9.3665, 7.1078], [-26.3471, -10.7898, 6.3306], [-28.4100, -8.3255, 11.8108], [-28.4436, -7.6800, 10.4994], [-29.7797, -7.4949, 9.8870], [-30.4549, -8.7388, 9.7487], [-29.7913, -9.7876, 8.9066], [-29.6276, -6.7623, 8.5928], [-30.9237, -6.5741, 7.8464], [-29.1375, -7.7959, 12.4358], [-27.4362, -8.1310, 12.2784], [-28.5748, -9.4000, 11.8055], [-28.0248, -6.6951, 10.6198], [-27.8167, -8.1156, 9.7387], [-30.6216, -9.1204, 10.7637], [-31.4496, -8.5097, 9.3580], [-29.5696, -9.4991, 7.8789], [-28.8014, -9.9901, 9.2938], [-30.4171, -10.6705, 8.8029], [-28.8799, -7.2669, 8.0009], [-29.2406, -5.7704, 8.8069], [-30.8851, -5.7011, 7.1716], [-31.7272, -6.4378, 8.5740], [-31.1577, -7.4162, 7.1839], [-24.5548, -11.4371, 13.6063], [-24.7791, -10.8862, 12.2440], [-24.6886, -11.7823, 11.1088], [-25.0256, -9.5740, 12.1195], [-25.0873, -9.0019, 11.0711], [-25.3147, -12.2299, 13.7415], [-24.7019, -10.6409, 14.3313], [-23.5360, -11.8612, 13.6547], [-23.6614, -11.9059, 10.7382], [-25.0976, -12.7259, 11.4950], [-25.3907, -11.4027, 10.3482], [-25.0718, -9.1306, 13.1469], [-25.4670, -4.1098, 9.8648], [-24.5688, -4.8692, 8.9742], [-24.2391, -6.1905, 9.3697], [-24.1749, -4.3887, 7.7481], [-23.5138, -4.9935, 6.9458], [-26.3264, -4.7096, 10.1353], [-25.7786, -3.1749, 9.4002], [-24.9579, -3.9314, 10.8135], [-23.8808, -6.1676, 10.4021], [-25.1339, -6.8164, 9.3872], [-23.5095, -6.6113, 8.6549], [-24.4905, -3.3574, 7.6005]], "mulliken_charge": [-0.198, -0.959, 0.101, -0.325, -1.379, -0.858, -0.337, -0.382, -0.042, 0.500, 0.529, 0.402, 0.275, 0.438, 0.323, 0.421, 0.339, 0.239, 0.406, -0.091, 0.243, 0.331, -0.542, -0.030, 0.549, -0.514, -1.017, -0.637, -1.235, 0.661, -0.209, 0.110, 0.344, -0.696, 0.461, 0.253, 0.471, -0.010, 0.302, 0.398, 0.307, 0.410, 0.304, 0.316, -1.280, -0.004, 0.277, 1.679, -1.316, 0.801, -1.674, -0.150, 0.435, 0.363, -0.048, 0.454, -0.316, -0.760, 0.188, 0.033, 0.619, -0.362, -0.096, 0.456, 0.426, 0.317, -1.321, -0.260, 0.290, -1.469, -0.248, 0.230, -1.477, 0.313, 0.423, 0.264, 0.406, 0.262, 0.297, 0.446, 0.374, -0.171, 0.506, 0.103, -0.093, 0.353, 0.353, 0.407, -0.951, -0.223, 0.096, -0.363, -0.875, 0.335, -1.618, 0.254, 0.706, -0.299, 0.174, 0.200, -0.038, 0.444, 0.401, 0.016, 0.428, 0.289, -0.105, 0.367, 0.325, 0.452, -0.944, -0.438, 0.363, -0.544, -0.737, -0.472, -1.063, 0.436, -0.082, 0.331, 0.419, 0.366, 0.044, 0.118, 0.214, 0.213, 0.222, 0.387, 0.469, -0.029, 0.444, 0.334, -1.385, -0.802, 1.199, -0.282, -1.128, -1.032, -0.050, 0.433, 0.421, 0.208, 0.351, 0.481, 0.336, -0.086, 0.031, 0.330, 0.483, 0.346, 0.370, 0.514, -0.171, -0.291, -1.427, -0.420, 0.072, -0.474, -1.219, -0.733, -1.062, 0.390, 0.296, 0.379, 0.511, 0.289, 0.338, 0.456, 0.595, 0.426, -0.227, 0.464, 0.444, 0.283, 0.401, 0.227, -1.611, 0.520, 0.096, -0.385, -0.889, 0.773, -0.980, 0.408, 0.344, 0.427, -0.203, 0.077, 0.455, 0.033, 0.098, 0.248, 0.452, -0.361, -0.306, 0.221, 0.085, 0.378, 0.823, 0.809, 1.003, -1.193, 0.074, -0.101, -1.198, 0.026, -0.815, -0.505, -0.717, 0.026, 0.616, 0.600, -0.887, -0.301, 0.527, 0.284, 0.067, 0.015, 0.329, 0.364, -0.489, 0.217, -0.767, 0.564, -0.228, 0.257, -0.116, 0.301, 0.288, 0.407, 0.026, -0.581, -0.499, 0.217, -0.430, 0.065, -0.529, -0.074, 0.319, 0.279, 0.252, -0.031, 0.168, 0.303]}



{"formula": "C18H23B2CrF7N5O7", "method": "wB97M-V/def2-TZVPD", "charge": 1, "gap_ev": [8.12, 4.75], "spin_multiplicity": 5, "lumo_ev": [-4.13, -7.80], "species": ["Cr", "C", "C", "N", "O", "B", "F", "F", "O", "N", "C", "C", "C", "N", "O", "B", "F", "F", "O", "N", "C", "C", "C", "H", "H", "H", "H", "H", "H", "H", "H", "H", "H", "H", "H", "O", "C", "C", "C", "C", "C", "C", "C", "C", "N", "H", "H", "H", "H", "H", "H", "H", "H", "H", "H", "H", "F", "C", "F", "F", "C", "O", "O"], "coordinates": [[-0.4049, -0.7301, 0.3051], [1.0621, -1.9197, -3.5651], [0.3240, -1.3698, -2.3998], [0.4425, -1.7949, -1.1877], [1.3685, -2.7222, -0.9202], [0.9068, -3.7053, 0.1481], [-0.3939, -4.0766, -0.1595], [1.8038, -4.7009, 0.2412], [0.8744, -2.9492, 1.5010], [-0.2527, -2.1937, 1.5583], [-1.2415, -2.5263, 2.3009], [-1.2119, -3.6304, 3.2828], [-2.4201, -1.6930, 2.0328], [-2.2850, -0.9733, 0.9717], [-3.2804, -0.1404, 0.6208], [-3.3184, 0.1111, -0.8496], [-4.4122, 0.8023, -1.2036], [-3.1571, -1.1081, -1.5155], [-2.0558, 0.9831, -1.2042], [-0.9855, 0.1835, -1.3389], [-0.6787, -0.3076, -2.5022], [-1.3889, 0.0346, -3.7561], [-3.6364, -1.6777, 2.8827], [1.7308, -2.7119, -3.2425], [1.6336, -1.1335, -4.0627], [0.3511, -2.3165, -4.2917], [-0.5227, -4.4056, 2.9554], [-2.2053, -4.0446, 3.4363], [-0.8420, -3.2392, 4.2352], [-2.2146, 0.7056, -3.5393], [-1.7884, -0.8801, -4.1979], [-0.7165, 0.4961, -4.4822], [-3.3541, -1.7353, 3.9333], [-4.2744, -2.5334, 2.6504], [-4.2022, -0.7692, 2.6982], [1.7447, -0.4816, 0.8240], [2.5112, 0.6523, 1.2612], [3.6075, 1.0308, 0.2670], [3.1105, 1.1874, -1.1853], [2.1825, 2.3707, -1.3448], [2.5192, 3.4921, -2.1028], [1.6450, 4.5685, -2.1645], [0.4457, 4.5487, -1.4640], [0.1582, 3.4090, -0.7303], [1.0078, 2.4133, -0.7387], [2.1912, -1.3026, 1.0738], [2.9370, 0.4248, 2.2383], [1.8176, 1.4842, 1.3762], [4.3900, 0.2705, 0.2847], [4.0548, 1.9734, 0.5898], [2.6050, 0.2697, -1.4926], [3.9692, 1.3338, -1.8369], [3.4659, 3.5037, -2.6241], [1.9033, 5.4348, -2.7604], [-0.2510, 5.3730, -1.4689], [-0.7588, 3.2941, -0.1542], [-1.8828, 2.5887, 3.8536], [-0.7210, 2.4844, 3.2072], [-0.7148, 3.3880, 2.2073], [0.2657, 2.8038, 4.0474], [-0.5269, 1.0366, 2.6636], [-0.3373, 0.1403, 3.4586], [-0.5936, 0.9796, 1.3792]], "lowdin_spin": [2.848, 0.003, 0.028, -0.003, 0.002, 0.000, 0.002, 0.000, -0.002, -0.022, 0.044, 0.006, 0.031, -0.027, -0.004, 0.000, 0.000, 0.003, 0.007, -0.006, 0.059, 0.009, 0.003, 0.000, 0.002, 0.001, 0.001, 0.001, 0.003, 0.000, 0.003, 0.003, 0.001, 0.002, 0.000, 0.016, 0.012, 0.002, 0.020, 0.075, 0.049, -0.016, 0.046, 0.076, 0.638, 0.001, 0.001, 0.006, 0.002, 0.001, 0.000, 0.000, 0.008, 0.002, 0.006, 0.019, -0.001, -0.001, 0.001, 0.000, 0.005, 0.015, 0.023]}



It is found that the total energy values, taken in the order of the records, are -3420.43313 -3293.41239 Ha.